Entry from the Open Molecules 2025 dataset: a molecular structure, ClFMg in a non-equilibrium geometry (ωB97M-V/def2-TZVPD).

highest occupied orbital energy: -9.89 eV
lowest unoccupied orbital energy: -2.7 eV

Each line ends with the Mulliken charge.
Cartesian coordinates (Å):
Cl  -1.5206  0.5566  -0.4911  -0.497
Mg  0.7580  0.7058  0.1367  1.127
F  0.7627  -1.2624  0.3544  -0.630


Entry from the Open Molecules 2025 dataset: 2 unconnected molecules or ions with the total composition ClFOS in a non-equilibrium geometry (ωB97M-V/def2-TZVPD).

relative energy (zero: lowest compared OMol25 entry of this formula, charge and spin): 334.3 kJ/mol
highest occupied orbital energy (spin up / spin down): -12.39 / -9.70 eV
lowest unoccupied orbital energy (spin up / spin down): -2.3 / -3.9 eV

Each line ends with the Mulliken charge.
Cartesian coordinates (Å):
Cl  -1.5670  -1.0442  -1.1482  -0.075
S  -0.3352  0.4145  -0.4774  0.572
F  0.0655  -0.2315  2.4362  -0.193
O  0.8162  0.4552  -1.3170  -0.304


Entry from the Open Molecules 2025 dataset: ClFS2 in the gas phase in a non-equilibrium geometry (ωB97M-V/def2-TZVPD).

relative energy (zero: lowest compared OMol25 entry of this formula, charge and spin): 81.7 kJ/mol
highest occupied orbital energy: -9.85 eV
structure (SMILES): FSSCl
lowest unoccupied orbital energy: -1.6 eV

Each line ends with the Mulliken charge.
Cartesian coordinates (Å):
Cl  -0.8013  1.7745  0.9091  -0.061
S  0.9005  0.6976  0.7812  0.054
S  0.0615  -1.4235  -0.0621  0.185
F  -0.1607  -1.0485  -1.6283  -0.178


Entry from the Open Molecules 2025 dataset: a molecular structure, ClH10MgO5 in a non-equilibrium geometry (ωB97M-V/def2-TZVPD).

relative energy (zero: lowest compared OMol25 entry of this formula, charge and spin): 673.0 kJ/mol
highest occupied orbital energy: -14.15 eV
charge: +1
lowest unoccupied orbital energy: -8.8 eV

Each line ends with the Mulliken charge.
Cartesian coordinates (Å):
Cl  0.7370  0.1128  0.8517  -0.260
Mg  1.3152  0.7398  2.9699  1.193
O  -2.4351  -0.9024  1.5024  -0.609
O  2.9173  -0.1091  -1.8016  -0.543
O  -0.3950  3.5343  -0.2833  -0.579
O  -1.8066  0.4541  -1.5737  -0.558
O  1.0831  -3.4988  1.1855  -0.609
H  -1.3077  3.2859  -0.4304  0.327
H  -1.6837  -0.7957  0.9191  0.290
H  0.7417  -2.6640  0.8648  0.284
H  3.8351  -0.0938  -1.5303  0.314
H  -0.0154  2.7888  0.1818  0.263
H  -2.0993  1.1801  -2.1246  0.306
H  0.9377  -4.1106  0.4639  0.325
H  -1.0656  0.8090  -1.0826  0.259
H  -3.1927  -0.9178  0.9175  0.328
H  2.4341  0.1874  -1.0303  0.268


Entry from the Open Molecules 2025 dataset: a molecular structure, ClH10NiO5 in a non-equilibrium geometry (ωB97M-V/def2-TZVPD).

relative energy (zero: lowest compared OMol25 entry of this formula, charge and spin): 29.0 kJ/mol
highest occupied orbital energy (spin up / spin down): -12.25 / -12.18 eV
<S²>: 2.003
charge: +1
multiplicity: 3
lowest unoccupied orbital energy (spin up / spin down): -3.8 / -3.8 eV

Each line ends with the Löwdin spin population.
Cartesian coordinates (Å):
Ni  -0.2843  -0.1597  0.2567  1.780
Cl  -2.2079  -0.9884  1.5902  0.089
O  1.1948  -0.8695  1.4460  0.026
O  -0.3922  1.6594  1.3696  0.024
O  -1.6108  0.5591  -1.2113  0.023
O  1.3145  0.7550  -0.8428  0.019
O  0.0360  -1.8142  -0.9548  0.024
H  1.1408  -1.3699  2.2602  0.001
H  1.2285  1.0720  -1.7419  0.001
H  -1.9410  -0.0783  -1.8444  0.001
H  2.1988  1.0119  -0.5813  0.001
H  -1.2514  1.9481  1.6772  0.001
H  0.1502  2.4476  1.3981  0.002
H  0.6969  -1.8083  -1.6472  0.002
H  2.0927  -1.0021  1.1420  0.002
H  -0.2646  -2.7222  -0.9178  0.001
H  -2.1010  1.3596  -1.3986  0.002


Entry from the Open Molecules 2025 dataset: a molecular structure, ClH12NaO6 in a non-equilibrium geometry (ωB97M-V/def2-TZVPD).

relative energy (zero: lowest compared OMol25 entry of this formula, charge and spin): 169.6 kJ/mol
highest occupied orbital energy: -10.28 eV
lowest unoccupied orbital energy: -2.2 eV

Each line ends with the Mulliken charge.
Cartesian coordinates (Å):
Cl  10.7805  18.1040  8.3576  -0.665
Na  11.6958  20.9419  8.4612  0.784
O  7.0968  17.4118  7.7612  -0.609
O  11.8296  16.2608  5.6994  -0.607
O  13.4103  16.1929  8.6180  -0.596
O  9.9054  15.1183  9.9835  -0.617
O  10.6530  19.0883  11.8373  -0.584
O  8.7795  18.9909  5.8161  -0.591
H  10.6144  15.5450  9.5024  0.315
H  7.8727  17.6403  8.2731  0.290
H  7.3076  16.5633  7.3716  0.314
H  9.2975  18.6202  6.5306  0.276
H  8.2222  18.2694  5.5243  0.312
H  14.0020  16.8605  8.9649  0.261
H  9.8762  14.2294  9.6294  0.296
H  9.8889  18.5370  11.6690  0.332
H  10.9404  19.3717  10.9693  0.238
H  11.5599  15.4714  6.1688  0.305
H  12.5430  16.5958  8.6597  0.233
H  11.5916  16.9806  6.2837  0.313


Entry from the Open Molecules 2025 dataset: 7 unconnected molecules or ions with the total composition ClH12O10 in a non-equilibrium geometry (ωB97M-V/def2-TZVPD).

relative energy (zero: lowest compared OMol25 entry of this formula, charge and spin): 52.7 kJ/mol
highest occupied orbital energy: -7.00 eV
charge: -1
lowest unoccupied orbital energy: 3.2 eV

Each line ends with the Mulliken charge.
Cartesian coordinates (Å):
Cl  -0.1082  -4.3077  -39.8726  1.633
O  1.2720  -4.4505  -39.6055  -0.814
O  4.0060  -4.7845  -40.6264  -0.644
O  -0.5776  -5.4786  -40.4678  -0.708
O  -2.0242  -0.7283  -39.5559  -0.678
O  -3.7674  -3.5306  -40.0574  -0.650
O  0.9639  -6.8915  -42.4902  -0.638
O  -0.4375  -3.2751  -40.8485  -0.639
O  0.7088  -0.6586  -39.1983  -0.649
O  -0.8072  -4.0997  -38.5998  -0.653
O  -3.2009  -7.6162  -40.9871  -0.636
H  -2.0337  -1.6806  -39.6525  0.399
H  -4.1326  -3.5712  -40.9413  0.307
H  0.4678  -6.3743  -41.8558  0.398
H  3.1456  -4.7245  -40.2113  0.476
H  -2.8894  -3.9021  -40.1432  0.343
H  4.3288  -3.8835  -40.6410  0.291
H  0.8028  -6.4606  -43.3296  0.300
H  -2.5515  -7.6685  -41.6884  0.317
H  -2.6885  -7.4387  -40.1983  0.318
H  -0.0751  -1.0680  -39.5644  0.369
H  0.4025  -0.2217  -38.4035  0.280
H  -2.7961  -0.5332  -39.0246  0.279


Entry from the Open Molecules 2025 dataset: 10 unconnected molecules or ions with the total composition ClH18O9 (ωB97M-V/def2-TZVPD).

relative energy (zero: lowest compared OMol25 entry of this formula, charge and spin): 21.6 kJ/mol
highest occupied orbital energy: -7.24 eV
charge: -1
lowest unoccupied orbital energy: 3.2 eV

Each line ends with the Mulliken charge.
Cartesian coordinates (Å):
Cl  0.0247  -0.0751  0.0934  -0.979
O  -2.7761  1.4873  -1.7344  -0.626
O  0.2234  0.7543  3.4032  -0.609
O  1.7120  -2.3731  -1.7803  -0.647
O  1.3304  2.6401  -0.8803  -0.639
O  -1.3339  2.7833  1.3696  -0.597
O  -2.6623  -1.6604  -0.7024  -0.576
O  1.6812  0.2943  -2.9040  -0.688
O  2.7946  -1.6089  1.1868  -0.627
O  -0.8184  -2.5191  2.0001  -0.603
H  0.9876  -2.1093  -1.2129  0.298
H  -2.0836  1.0466  -1.2419  0.316
H  0.3578  0.5157  2.4860  0.279
H  -3.4323  -1.2717  -0.2874  0.312
H  -1.1730  -2.1347  2.8018  0.302
H  1.5827  1.2020  -3.1915  0.320
H  -0.5320  -1.7683  1.4801  0.357
H  -2.8130  1.0187  -2.5682  0.307
H  0.9408  0.1473  -2.3154  0.273
H  3.1406  -2.1478  0.4754  0.315
H  0.6820  2.0072  -0.5718  0.290
H  -1.9227  -1.1714  -0.3417  0.247
H  -0.9687  1.9370  1.6276  0.306
H  1.8597  -1.6169  -2.3482  0.433
H  2.2104  -0.9863  0.7540  0.328
H  1.1032  0.7639  3.7801  0.290
H  2.1664  2.1787  -0.8145  0.338
H  -2.2815  2.6664  1.4370  0.281


- Number 4 is which compound?
  ClH10MgO5